# 1
The molecule C4H6N2 in a non-equilibrium geometry, computed with ωB97M-V with the def2-TZVPD basis set.

Each line ends with the natural charge from an NBO analysis.
Cartesian coordinates (Å):
H: -1.70 -2.17 -0.53  0.3218
N: -0.93 -1.84 -1.17  -0.7001
C: -0.42 -0.82 -0.62  0.3976
C: 0.82 -0.10 -1.01  -0.2347
C: 1.15 0.85 -0.12  -0.1650
C: 0.10 0.90 0.95  -0.2504
N: -0.81 -0.19 0.54  -0.6216
H: 1.40 -0.39 -1.86  0.2277
H: 1.89 1.61 -0.22  0.2199
H: 0.53 0.70 1.95  0.2023
H: -0.41 1.84 0.98  0.2030
H: -1.61 -0.40 1.12  0.3995

For the total energy, the calculation gives -265.504190 Eh. The HOMO energy comes out at -8.75 eV. As for the SMILES: [H]/N=C1/C=CCN1. The calculation puts the relative energy (zero: lowest compared OMol25 entry of this formula, charge and spin) at 19.7 kcal per mole. The HOMO-LUMO gap is 9.70 eV. The charge is 0.

# 2
A cluster of 2 separate species, C9H15NO5PS2 in total in a non-equilibrium geometry, computed with ωB97M-V with the def2-TZVPD basis set.

Each line ends with the natural charge from an NBO analysis.
Cartesian coordinates (Å):
O: 0.57 -2.40 -1.23  -0.4609
C: -0.16 -1.85 -2.19  0.7392
O: -1.18 -2.58 -3.00  -0.6822
C: 0.05 -0.22 -2.44  -0.0130
C: 1.51 0.55 -2.44  -0.1746
C: 1.51 2.21 -2.67  0.0962
N: 0.20 2.96 -2.91  -0.5072
C: -1.16 2.30 -2.91  -0.0258
P: -2.84 3.24 -3.18  0.7573
S: -2.56 5.07 -2.58  -0.4864
C: -1.30 0.67 -2.69  -0.2084
H: -2.10 -2.31 -2.65  0.5046
H: 2.52 -0.05 -2.27  0.3114
H: 2.55 2.80 -2.66  0.2965
H: 0.27 4.01 -3.08  0.4837
H: -3.32 3.13 -4.55  0.0509
H: -3.82 2.57 -2.32  0.0425
H: -2.37 0.15 -2.69  0.2747
O: 0.57 0.66 2.55  -0.9445
S: 0.57 -0.27 3.66  2.3462
O: 1.69 -0.36 4.58  -0.9085
O: 0.23 -1.76 3.10  -0.7128
C: 1.02 -2.30 2.06  -0.0768
C: 2.36 -2.79 2.57  -0.6425
C: -0.91 -0.03 4.60  -0.8776
H: 1.14 -1.58 1.25  0.1851
H: 0.47 -3.15 1.64  0.1983
H: 2.98 -1.95 2.91  0.2247
H: 2.91 -3.32 1.78  0.2172
H: 2.23 -3.46 3.42  0.2244
H: -1.76 -0.01 3.92  0.2467
H: -0.83 0.92 5.13  0.2602
H: -1.01 -0.85 5.32  0.2612

For the total energy, the calculation gives -1920.029760 Eh. The HOMO energy comes out at -12.65 eV. The HOMO-LUMO gap is 6.52 eV. The charge is +1.

# 3
A cluster of 2 separate species, C7H13NOSe in total in a non-equilibrium geometry, computed with ωB97M-V with the def2-TZVPD basis set.

Each line ends with the natural charge from an NBO analysis.
Cartesian coordinates (Å):
C: 2.77 -0.36 -2.57  -0.3721
C: 2.09 -0.01 -1.48  -0.2178
C: 0.22 -0.81 1.85  0.6475
C: 1.47 -0.15 2.27  -0.7179
C: 0.68 -0.34 -1.42  -0.6325
C: -2.22 -0.50 1.91  -0.2096
C: -2.17 0.42 -0.58  -0.6887
N: -0.85 -0.05 2.10  -0.6107
O: 0.18 -1.83 1.17  -0.6355
Se: -0.49 1.08 -0.78  0.3968
H: 3.85 -0.12 -2.69  0.1928
H: 2.42 -0.85 -3.50  0.1992
H: 2.59 0.24 -0.60  0.2066
H: 1.47 0.91 2.43  0.2268
H: 1.94 -0.55 3.24  0.2399
H: 2.28 -0.44 1.48  0.2361
H: 0.18 -0.46 -2.40  0.2341
H: 0.65 -1.22 -0.62  0.2987
H: -2.42 -1.55 1.80  0.2026
H: -2.98 0.08 2.22  0.1699
H: -2.39 -0.38 -1.17  0.1927
H: -2.92 1.13 -0.17  0.2298
H: -0.86 0.78 2.78  0.4114

For the total energy, the calculation gives -2805.758779 Eh. The HOMO energy (spin up / spin down) comes out at -6.92 / -7.40 eV. The calculation puts the relative energy (zero: lowest compared OMol25 entry of this formula, charge and spin) at 7.5 kcal per mole. The HOMO-LUMO gap (spin up / spin down) is 7.39 / 7.95 eV. The charge is 0.

# 4
The molecule C4H7NO, computed with ωB97M-V with the def2-TZVPD basis set.

Each line ends with the natural charge from an NBO analysis.
Cartesian coordinates (Å):
C: 1.88 -0.24 0.55  -0.7156
C: 0.58 0.48 0.31  0.5781
O: 0.27 1.48 0.93  -0.5600
C: -0.36 -0.10 -0.71  -0.2144
C: -1.70 -0.47 -0.18  -0.2278
N: -1.54 0.69 -1.03  -0.5589
H: 1.67 -1.24 0.96  0.2372
H: 2.49 0.32 1.26  0.2393
H: 2.43 -0.38 -0.39  0.2322
H: 0.07 -0.67 -1.53  0.2121
H: -1.87 -0.32 0.88  0.2022
H: -2.23 -1.31 -0.62  0.2022
H: -1.50 1.53 -0.45  0.3733

For the total energy, the calculation gives -286.571786 Eh. The HOMO energy comes out at -9.90 eV. As for the SMILES: CC(=O)[C@H]1CN1. The calculation puts the relative energy (zero: lowest compared OMol25 entry of this formula, charge and spin) at 37.6 kcal per mole. The HOMO-LUMO gap is 10.90 eV. The charge is 0.

# 5
The ion C4H8N3O with charge +1 in a non-equilibrium geometry, computed with ωB97M-V with the def2-TZVPD basis set.

Each line ends with the natural charge from an NBO analysis.
Cartesian coordinates (Å):
N: 3.45 0.77 0.06  -0.1504
C: 2.44 0.24 0.07  0.3487
N: 1.20 -0.33 0.06  -0.1453
N: 1.21 -1.69 -0.10  -0.6102
C: 0.15 0.67 -1.03  -0.1231
C: -0.77 0.79 0.21  0.0365
O: -1.88 -0.03 0.09  -0.7055
C: 0.28 0.17 1.15  -0.2271
H: 0.29 -2.13 -0.05  0.4094
H: 1.76 -2.02 -0.89  0.4081
H: -0.21 0.04 -1.83  0.2486
H: 0.72 1.54 -1.33  0.2463
H: -1.03 1.83 0.45  0.2225
H: -2.71 0.46 0.07  0.5106
H: 0.79 0.87 1.80  0.2652
H: -0.09 -0.67 1.74  0.2657

For the total energy, the calculation gives -396.331922 Eh. The HOMO energy comes out at -15.25 eV. As for the SMILES: N#C[N@+]1(N)C[C@@H](O)C1. The calculation puts the relative energy (zero: lowest compared OMol25 entry of this formula, charge and spin) at 128.2 kcal per mole. The HOMO-LUMO gap is 10.89 eV. The charge is +1.

# 6
The molecule C3H4O2S3 in a non-equilibrium geometry, computed with ωB97M-V with the def2-TZVPD basis set.

Each line ends with the natural charge from an NBO analysis.
Cartesian coordinates (Å):
O: -1.36 1.94 0.10  -0.5268
C: -1.41 0.77 0.05  0.4615
S: -2.68 -0.23 -0.84  -0.0704
C: -0.20 -0.02 0.67  -0.1087
O: -0.49 -1.35 0.90  -0.7268
C: 1.14 0.10 -0.02  -0.2389
S: 1.91 -1.32 -0.61  -0.0413
S: 1.71 1.69 -0.38  0.2104
H: -1.78 -1.53 -0.93  0.2076
H: 0.05 0.60 1.60  0.2227
H: 0.34 -1.87 0.46  0.4675
H: 2.77 1.22 -0.99  0.1432

For the total energy, the calculation gives -1461.694657 Eh. The HOMO energy comes out at -9.78 eV. As for the SMILES: O=C(S)[C@@H](O)C(=S)S. The calculation puts the relative energy (zero: lowest compared OMol25 entry of this formula, charge and spin) at 27.7 kcal per mole. The HOMO-LUMO gap is 8.62 eV. The charge is 0.

# 7
The molecule C3H3N5O in a non-equilibrium geometry, computed with ωB97M-V with the def2-TZVPD basis set.

Each line ends with the natural charge from an NBO analysis.
Cartesian coordinates (Å):
H: -1.44 1.93 -2.09  0.3623
N: -0.89 1.06 -2.10  -0.5408
C: -0.29 0.85 -1.04  0.2837
C: 0.62 -0.39 -0.93  0.1339
N: 0.82 -1.12 0.05  -0.4502
C: 0.14 -0.94 1.24  0.5898
N: 0.50 -1.55 2.30  -0.5572
H: 1.31 -2.11 2.01  0.3577
O: -0.95 -0.10 1.19  -0.4240
N: -0.54 1.25 1.18  0.2073
N: -0.37 1.72 0.06  -0.1676
H: 1.08 -0.60 -1.89  0.2050

For the total energy, the calculation gives -465.002424 Eh. The HOMO energy comes out at -10.64 eV. As for the SMILES: [H]/N=c1/cn/c(=N\[H])onn1. The calculation puts the relative energy (zero: lowest compared OMol25 entry of this formula, charge and spin) at 61.6 kcal per mole. The HOMO-LUMO gap is 9.36 eV. The charge is 0.

# 8
The molecule C12H18O2 in a non-equilibrium geometry, computed with ωB97M-V with the def2-TZVPD basis set.

Each line ends with the natural charge from an NBO analysis.
Cartesian coordinates (Å):
C: -1.50 5.35 -0.29  -0.5973
C: -2.19 4.30 0.56  -0.4230
C: -1.85 2.89 0.04  -0.1727
C: -1.09 1.98 0.68  -0.1937
C: -0.69 0.64 0.12  -0.4394
C: -0.63 -0.38 1.25  -0.3840
C: -0.32 -1.79 0.70  -0.3935
C: 1.06 -1.89 0.00  -0.3823
C: 1.73 -3.27 -0.02  -0.3588
C: 3.09 -3.22 -0.70  -0.2727
C: 3.14 -4.09 -1.75  0.1098
O: 1.96 -4.72 -1.98  -0.4701
C: 1.10 -4.27 -1.04  0.7932
O: -0.05 -4.57 -0.93  -0.5462
H: -1.77 6.28 0.17  0.2060
H: -0.40 5.25 -0.26  0.2064
H: -1.89 5.29 -1.31  0.2036
H: -3.28 4.49 0.50  0.2065
H: -1.82 4.32 1.62  0.2001
H: -2.28 2.54 -0.92  0.1877
H: -0.75 2.22 1.69  0.1886
H: -1.38 0.26 -0.66  0.2077
H: 0.29 0.73 -0.40  0.2066
H: 0.11 -0.11 1.99  0.1934
H: -1.60 -0.36 1.76  0.2083
H: -1.09 -2.08 -0.02  0.2124
H: -0.36 -2.51 1.51  0.2033
H: 0.98 -1.47 -1.00  0.2115
H: 1.80 -1.25 0.51  0.2017
H: 1.71 -3.74 0.97  0.2447
H: 3.93 -2.62 -0.37  0.2213
H: 4.04 -4.21 -2.40  0.2210

For the total energy, the calculation gives -618.477769 Eh. The HOMO energy comes out at -9.13 eV. As for the SMILES: CC/C=C/CCCC[C@@H]1C=COC1=O. The calculation puts the relative energy (zero: lowest compared OMol25 entry of this formula, charge and spin) at 25.0 kcal per mole. The HOMO-LUMO gap is 9.98 eV. The charge is 0.